Record 1
ORCA calculation (the ωB97M-V functional and the def2-TZVPD basis) on a single C2H4N2OS2 molecule.

Computed properties:
net charge: 0
E_LUMO: -0.47 eV
spin multiplicity: 1
gap between HOMO and LUMO: 8.257 eV
SMILES: NC(=S)C(=O)NS
largest force on an atom: 2.4 eV Å⁻¹

The geometry in XYZ format:
```
11
Properties=species:S:1:pos:R:3:nbo_charge:R:1
N 1.784 0.077 0.714 -0.7567
C 0.869 -0.524 -0.082 0.0029
S 0.874 -2.083 -0.645 -0.0622
C -0.128 0.515 -0.494 0.6071
O 0.263 1.678 -0.664 -0.5862
N -1.476 0.204 -0.689 -0.7711
S -2.343 -0.975 0.137 0.2316
H 1.914 1.063 0.514 0.4209
H 2.618 -0.438 1.011 0.4060
H -1.988 0.923 -1.190 0.4144
H -2.388 -0.442 1.387 0.0933
```

=====

Record 2
ORCA calculation (the ωB97M-V functional and the def2-TZVPD basis) on a single C2H4N2OS2 molecule.

Computed properties:
net charge: 0
E_LUMO: 0.01 eV
spin multiplicity: 1
gap between HOMO and LUMO: 9.033 eV
SMILES: O/N=C\SNC=S
largest force on an atom: 1.0 eV Å⁻¹

The geometry in XYZ format:
```
11
Properties=species:S:1:pos:R:3:nbo_charge:R:1
O 2.972 -0.143 0.833 -0.5145
N 2.365 0.878 0.187 -0.0393
C 1.090 0.963 0.216 -0.2073
S -0.009 -0.162 1.069 0.3809
N -0.958 -0.710 -0.241 -0.7316
C -2.178 -0.216 -0.536 -0.0895
S -3.122 -0.766 -1.749 -0.0870
H 2.279 -0.763 1.193 0.4489
H 0.648 1.790 -0.323 0.2178
H -0.599 -1.472 -0.795 0.4189
H -2.488 0.600 0.146 0.2028
```

=====

Record 3
ORCA calculation (the ωB97M-V functional and the def2-TZVPD basis) on a single C2H4N2OS2 molecule.

Computed properties:
net charge: 0
E_LUMO: -0.51 eV
spin multiplicity: 1
gap between HOMO and LUMO: 8.112 eV
SMILES: S=CON/C=N\S
largest force on an atom: 5.1 eV Å⁻¹

The geometry in XYZ format:
```
11
Properties=species:S:1:pos:R:3:nbo_charge:R:1
S 0.516 3.148 -1.603 0.1178
C 0.526 1.908 -0.616 -0.0815
O 1.365 0.719 -0.882 -0.3601
N 0.795 -0.253 0.019 -0.3448
C -0.115 -1.003 -0.625 0.2066
N -1.012 -1.642 0.132 -0.6329
S -0.867 -1.425 1.788 0.1450
H -0.020 1.878 0.596 0.2087
H 0.744 -0.029 0.957 0.3894
H 0.033 -1.239 -1.709 0.2269
H -1.964 -2.063 1.944 0.1248
```

=====

Record 4
ORCA calculation (the ωB97M-V functional and the def2-TZVPD basis) on 2 unconnected molecules or ions with the total composition C2H4N2S.

Computed properties:
net charge: 0
E_LUMO: 0.97 eV
spin multiplicity: 1
gap between HOMO and LUMO: 9.768 eV
SMILES: C=CS.N#N
largest force on an atom: 4.0 eV Å⁻¹

The geometry in XYZ format:
```
9
Properties=species:S:1:pos:R:3:nbo_charge:R:1
C 0.220 -0.737 0.648 -0.4409
C -0.172 0.100 -0.293 -0.2913
S -0.706 1.757 0.269 -0.0537
H 0.761 -1.601 0.224 0.2126
H 0.393 -0.591 1.782 0.2313
H -0.374 0.069 -1.318 0.2218
H -1.174 2.417 -0.731 0.1225
N -3.004 -0.921 0.314 0.0075
N -3.330 -0.154 -0.403 -0.0099
```

=====

Record 5
ORCA calculation (the ωB97M-V functional and the def2-TZVPD basis) on a single C2H4N2S molecule.

Computed properties:
net charge: 0
E_LUMO: 0.61 eV
spin multiplicity: 1
gap between HOMO and LUMO: 9.744 eV
SMILES: CN(S)C#N
largest force on an atom: 5.2 eV Å⁻¹

The geometry in XYZ format:
```
9
Properties=species:S:1:pos:R:3:nbo_charge:R:1
C -0.136 1.195 -0.134 -0.3701
N -0.045 -0.430 -0.172 -0.6535
S -1.392 -1.353 -0.306 0.2656
C 1.183 -0.771 0.078 0.4024
N 2.280 -1.130 0.346 -0.3826
H 0.336 1.500 0.737 0.2151
H 0.238 1.653 -0.987 0.2072
H -1.179 1.381 -0.369 0.2176
H -1.284 -2.045 0.807 0.0984
```

=====

Record 6
ORCA calculation (the ωB97M-V functional and the def2-TZVPD basis) on a molecular structure, C2H4N2S.

Computed properties:
net charge: 0
E_LUMO: 0.29 eV
spin multiplicity: 1
gap between HOMO and LUMO: 9.122 eV
largest force on an atom: 1.5 eV Å⁻¹

The geometry in XYZ format:
```
9
Properties=species:S:1:pos:R:3:nbo_charge:R:1
C -0.246 0.038 -0.023 -0.2863
C 0.918 -0.885 0.386 -0.1104
N 0.571 1.225 -0.187 -0.7811
N 1.900 -0.974 -0.610 -0.7674
S 2.137 0.385 0.188 0.9570
H -0.752 -0.306 -0.928 0.2060
H -0.970 0.189 0.778 0.2012
H 0.893 -1.511 1.266 0.2111
H 0.528 1.670 -1.095 0.3699
```

=====

Record 7
ORCA calculation (the ωB97M-V functional and the def2-TZVPD basis) on 2 unconnected molecules or ions with the total composition C2H4N2S.

Computed properties:
net charge: 0
E_LUMO: 0.91 eV
spin multiplicity: 1
gap between HOMO and LUMO: 9.561 eV
SMILES: C=CS.N#N
largest force on an atom: 2.9 eV Å⁻¹

The geometry in XYZ format:
```
9
Properties=species:S:1:pos:R:3:nbo_charge:R:1
C 1.288 -0.810 -0.198 -0.4334
C 1.012 0.459 0.140 -0.3423
S -0.439 1.286 -0.343 0.0512
H 2.115 -1.495 0.153 0.2119
H 0.579 -1.401 -0.655 0.1915
H 1.607 1.229 0.635 0.2139
H 0.066 2.270 0.277 0.1056
N -3.507 -0.457 0.216 0.0078
N -2.720 -1.079 -0.225 -0.0062
```

=====

Record 8
ORCA calculation (the ωB97M-V functional and the def2-TZVPD basis) on a single C2H4N2S2 molecule.

Computed properties:
net charge: 0
E_LUMO: 0.67 eV
spin multiplicity: 1
gap between HOMO and LUMO: 9.299 eV
SMILES: C=NS/C=N/S
largest force on an atom: 1.9 eV Å⁻¹

The geometry in XYZ format:
```
10
Properties=species:S:1:pos:R:3:nbo_charge:R:1
C -1.601 1.171 0.000 -0.0561
N -2.153 0.021 0.002 -0.5693
S -1.358 -1.459 -0.002 0.5029
C 0.389 -1.263 -0.002 -0.1156
N 1.043 -0.190 -0.011 -0.5940
S 2.761 -0.344 -0.001 0.1685
H -2.293 2.010 0.001 0.1720
H -0.574 1.361 -0.024 0.1932
H 0.846 -2.285 0.011 0.1789
H 2.939 0.976 0.027 0.1196
```

=====

Record 9
ORCA calculation (the ωB97M-V functional and the def2-TZVPD basis) on a single C2H4N2S2 molecule.

Computed properties:
net charge: 0
E_LUMO: -0.82 eV
spin multiplicity: 1
gap between HOMO and LUMO: 7.986 eV
SMILES: [H]/N=C(\N)SC=S
largest force on an atom: 6.3 eV Å⁻¹

The geometry in XYZ format:
```
10
Properties=species:S:1:pos:R:3:nbo_charge:R:1
H 0.952 -2.173 0.782 0.3791
N 0.436 -1.458 0.126 -0.7343
C 0.302 -0.221 0.501 0.3207
N 0.873 0.365 1.627 -0.8298
S -0.436 1.224 -0.478 0.2254
C -1.008 0.386 -1.965 -0.4325
S -0.921 1.382 -3.304 0.0526
H 0.456 1.388 1.838 0.3866
H 0.295 -0.258 2.497 0.3826
H -0.950 -0.635 -1.624 0.2495
```

=====

Record 10
ORCA calculation (the ωB97M-V functional and the def2-TZVPD basis) on a single C2H4N2S2 molecule.

Computed properties:
net charge: 0
E_LUMO: 0.64 eV
spin multiplicity: 1
gap between HOMO and LUMO: 9.132 eV
SMILES: C=NS/C=N\S
largest force on an atom: 2.3 eV Å⁻¹

The geometry in XYZ format:
```
10
Properties=species:S:1:pos:R:3:nbo_charge:R:1
C 2.551 -0.518 -0.059 -0.0638
N 1.542 0.243 0.049 -0.5607
S 0.074 -0.533 0.158 0.4429
C -0.907 0.886 -0.054 -0.1157
N -2.192 0.842 0.114 -0.5579
S -2.782 -0.742 -0.038 0.1556
H 2.552 -1.593 -0.132 0.1628
H 3.549 -0.001 -0.079 0.1820
H -0.319 1.805 -0.152 0.2262
H -4.069 -0.389 0.192 0.1286
```

=====

Record 11
ORCA calculation (the ωB97M-V functional and the def2-TZVPD basis) on 2 unconnected molecules or ions with the total composition C2H4N2S2.

Computed properties:
net charge: 0
E_LUMO: -0.05 eV
spin multiplicity: 1
gap between HOMO and LUMO: 8.185 eV
SMILES: C=[N+]([S-])S.C#N
largest force on an atom: 3.2 eV Å⁻¹

The geometry in XYZ format:
```
10
Properties=species:S:1:pos:R:3:nbo_charge:R:1
C -0.012 -0.251 1.083 -0.1082
N -0.602 0.906 1.028 -0.5193
S -2.049 1.439 1.490 -0.0835
S 0.425 2.072 0.041 0.1128
H 0.899 -0.366 0.503 0.2009
H -0.599 -1.071 1.503 0.2223
H -0.628 3.019 0.120 0.1719
C 0.784 -1.946 -2.010 0.0934
N 0.568 -2.385 -0.985 -0.3130
H 1.214 -1.417 -2.774 0.2227
```

=====

Record 12
ORCA calculation (the ωB97M-V functional and the def2-TZVPD basis) on a single C2H4N2S2 molecule.

Computed properties:
net charge: 0
E_LUMO: -0.89 eV
spin multiplicity: 1
gap between HOMO and LUMO: 8.338 eV
SMILES: [H]/N=C(/N)C(=S)S
largest force on an atom: 1.5 eV Å⁻¹

The geometry in XYZ format:
```
10
Properties=species:S:1:pos:R:3:nbo_charge:R:1
H -0.052 -1.522 1.249 0.3385
N -0.845 -1.090 0.721 -0.6763
C -0.430 -0.074 0.078 0.3551
N -1.325 0.694 -0.645 -0.8045
C 1.005 0.428 0.067 -0.3467
S 1.337 2.013 0.288 0.0487
S 2.272 -0.759 -0.216 0.1478
H -2.286 0.438 -0.474 0.4010
H -1.104 1.665 -0.736 0.4019
H 1.429 -1.793 -0.330 0.1345
```

=====

Record 13
ORCA calculation (the ωB97M-V functional and the def2-TZVPD basis) on a single C2H4N2S3 molecule.

Computed properties:
net charge: 0
E_LUMO: 0.48 eV
spin multiplicity: 1
gap between HOMO and LUMO: 8.703 eV
largest force on an atom: 2.7 eV Å⁻¹

The geometry in XYZ format:
```
11
Properties=species:S:1:pos:R:3:nbo_charge:R:1
C -2.462 0.143 1.231 -0.0455
C 0.794 -0.146 -0.507 -0.6803
N -1.691 1.228 -0.726 -0.4377
N -1.953 0.722 0.339 -0.0375
S -0.447 0.632 -1.664 0.4507
S 2.097 -0.776 -1.693 0.0055
S 1.482 1.020 0.683 0.0218
H -2.256 0.133 2.331 0.2281
H 2.229 0.166 1.323 0.1184
H 1.932 -2.055 -1.362 0.1291
H 0.274 -1.066 0.045 0.2475
```

=====

Record 14
ORCA calculation (the ωB97M-V functional and the def2-TZVPD basis) on a single C2H4N2S3 molecule.

Computed properties:
net charge: 0
E_LUMO: 0.32 eV
spin multiplicity: 1
gap between HOMO and LUMO: 8.648 eV
SMILES: S=C1NSCSN1
largest force on an atom: 0.8 eV Å⁻¹

The geometry in XYZ format:
```
11
Properties=species:S:1:pos:R:3:nbo_charge:R:1
S -1.615 2.179 0.188 -0.2529
C -0.752 0.762 -0.014 0.2648
N -0.811 -0.216 0.926 -0.7609
S 0.127 -1.628 1.096 0.4450
C 1.636 -1.031 0.314 -0.7450
S 1.269 -0.594 -1.403 0.4354
N 0.071 0.606 -1.101 -0.7562
H -1.236 0.107 1.792 0.4342
H 2.379 -1.825 0.298 0.2647
H 2.042 -0.167 0.854 0.2399
H 0.183 1.457 -1.619 0.4311
```

=====

Record 15
ORCA calculation (the ωB97M-V functional and the def2-TZVPD basis) on 2 unconnected molecules or ions with the total composition C2H4N2S3.

Computed properties:
net charge: 0
E_LUMO: -1.12 eV
spin multiplicity: 1
gap between HOMO and LUMO: 8.129 eV
SMILES: [H]/N=[N+](/[S-])S.C#CS
largest force on an atom: 4.6 eV Å⁻¹

The geometry in XYZ format:
```
11
Properties=species:S:1:pos:R:3:nbo_charge:R:1
H 0.150 1.023 -0.874 0.3468
N 0.957 1.006 -0.293 -0.4117
N 0.787 1.388 0.881 -0.2662
S 1.859 1.934 1.853 0.1596
S -1.070 1.107 1.542 0.0783
H -0.615 0.800 2.645 0.1032
C -0.105 -2.393 -0.729 -0.2526
C 0.365 -1.743 -1.582 -0.2028
S 1.302 -1.005 -2.878 0.0519
H -0.437 -2.894 0.105 0.2288
H 1.720 -0.232 -1.909 0.1648
```

=====

Record 16
ORCA calculation (the ωB97M-V functional and the def2-TZVPD basis) on 3 unconnected molecules or ions with the total composition C2H4N2S3.

Computed properties:
net charge: 0
E_LUMO: 0.20 eV
spin multiplicity: 1
gap between HOMO and LUMO: 8.645 eV
largest force on an atom: 3.1 eV Å⁻¹

The geometry in XYZ format:
```
11
Properties=species:S:1:pos:R:3:nbo_charge:R:1
C 1.501 -0.318 -0.786 -0.1508
C 0.137 -0.204 1.205 -0.1590
N 0.563 0.511 -0.910 -0.2327
N -0.160 0.610 0.174 -0.3804
S -1.047 2.030 0.425 0.2467
S 1.528 -1.225 0.700 0.3819
S -0.709 -0.157 2.568 -0.0678
H 2.318 -0.207 -1.463 0.2337
H -1.184 -1.764 -0.227 -0.0225
H -1.811 -1.577 -0.778 0.0178
H -1.136 2.299 -0.908 0.1330
```

=====

Record 17
ORCA calculation (the ωB97M-V functional and the def2-TZVPD basis) on 2 unconnected molecules or ions with the total composition C2H4N3.

Computed properties:
net charge: +1
E_LUMO: -4.89 eV
spin multiplicity: 1
gap between HOMO and LUMO: 9.535 eV
largest force on an atom: 3.9 eV Å⁻¹

The geometry in XYZ format:
```
9
Properties=species:S:1:pos:R:3:nbo_charge:R:1
C -0.478 -0.288 -1.572 0.5316
C 0.349 -0.134 1.591 0.6891
N 0.824 -0.753 2.506 -0.6122
N -0.080 0.374 -2.419 -0.4384
N 0.249 0.395 0.484 -0.8497
H 0.646 -1.287 3.311 0.4492
H -0.145 1.025 -3.149 0.4882
H -0.898 -1.047 -0.914 0.3118
H 0.660 1.373 0.521 0.4304
```

=====

Record 18
ORCA calculation (the ωB97M-V functional and the def2-TZVPD basis) on 2 unconnected molecules or ions with the total composition C2H4N3.

Computed properties:
net charge: +1
E_LUMO (spin up / spin down): -8.54 / -6.51 eV
spin multiplicity: 1
gap between HOMO and LUMO (spin up / spin down): 5.996 / 9.478 eV
largest force on an atom: 4.9 eV Å⁻¹

The geometry in XYZ format:
```
9
Properties=species:S:1:pos:R:3:nbo_charge:R:1
C 2.093 -0.266 -0.073 0.6605
C -1.695 0.210 0.081 -0.1943
N 1.362 -1.242 0.028 -0.4929
N -0.978 -0.678 -0.282 0.0305
N 2.596 0.791 0.070 -0.5291
H -2.669 0.189 -0.116 0.2859
H -1.619 0.733 1.050 0.2942
H 1.247 -1.929 -0.603 0.4195
H 3.327 1.623 0.027 0.5256
```

=====

Record 19
ORCA calculation (the ωB97M-V functional and the def2-TZVPD basis) on a single C2H4N3PS molecule.

Computed properties:
net charge: 0
E_LUMO (spin up / spin down): -1.91 / -1.92 eV
spin multiplicity: 1
gap between HOMO and LUMO (spin up / spin down): 6.372 / 6.462 eV
largest force on an atom: 2.6 eV Å⁻¹

The geometry in XYZ format:
```
11
Properties=species:S:1:pos:R:3:nbo_charge:R:1
C -0.226 0.278 -1.025 0.1782
C 0.021 -0.879 1.128 -0.4766
N 0.473 -1.918 -0.933 -0.1733
N 0.039 1.509 -0.482 -0.9391
N 0.134 -0.934 -0.333 -0.1638
P 0.793 2.153 0.854 0.4426
S -0.941 0.185 -2.507 0.0210
H -0.939 -0.448 1.408 0.2056
H 0.112 -1.896 1.507 0.2417
H 0.823 -0.258 1.538 0.2256
H -0.289 2.207 -1.154 0.4381
```

=====

Record 20
ORCA calculation (the ωB97M-V functional and the def2-TZVPD basis) on a single C2H4N4 molecule.

Computed properties:
net charge: 0
E_LUMO: 0.51 eV
spin multiplicity: 1
gap between HOMO and LUMO: 11.186 eV
SMILES: Cc1nnn[nH]1
largest force on an atom: 5.1 eV Å⁻¹

The geometry in XYZ format:
```
10
Properties=species:S:1:pos:R:3:nbo_charge:R:1
C -1.252 -0.447 0.711 -0.6479
C -0.082 0.337 -0.154 0.3453
N 0.174 1.607 -0.337 -0.3048
N 1.480 1.522 -0.924 -0.0772
N 1.864 0.308 -1.106 -0.0616
N 0.934 -0.439 -0.559 -0.4059
H -2.005 0.381 0.736 0.2417
H -0.868 -0.583 1.695 0.2324
H -1.636 -1.280 0.112 0.2339
H 1.391 -1.406 -0.174 0.4441
```